Below is a structure of composition C24H42N2OP2V in a non-equilibrium geometry, with properties calculated with the ωB97M-V functional and the def2-TZVPD basis.

Output
2S+1 ... 2
Energy relative to the best compared isomer or geometry (same formula, charge and spin) ... 9.9 kcal/mol
Total energy ... -74856.873 eV

Each line ends with the Mulliken charge.
Geometry (Å):
V (0.2099, 0.6405, -1.5627)  -0.2789
P (2.5151, 0.0568, -2.4005)  1.3192
P (-1.9749, 1.0654, -0.4056)  1.4627
N (-0.5592, 0.4787, -3.0820)  -0.5171
H (0.1311, -0.7687, -1.0519)  0.2757
C (3.1678, -1.6399, -2.5285)  -1.3576
H (4.1522, -1.6210, -3.0185)  0.4150
H (2.4792, -2.2525, -3.1242)  0.3410
H (3.2677, -2.0916, -1.5345)  0.3319
C (3.8897, 0.9791, -1.6433)  -1.1882
H (4.8317, 0.7301, -2.1501)  0.4149
H (3.9772, 0.7549, -0.5751)  0.2557
H (3.6921, 2.0521, -1.7472)  0.3549
C (2.5746, 0.6370, -4.1237)  -1.1695
H (3.5896, 0.5071, -4.5202)  0.4446
H (2.3013, 1.6974, -4.1681)  0.3358
H (1.8648, 0.0717, -4.7370)  0.3221
C (-3.1398, -0.2509, 0.0390)  -1.0397
H (-4.0553, 0.2171, 0.4388)  0.3931
H (-2.7546, -0.9315, 0.8032)  0.1044
H (-3.3193, -0.8543, -0.8627)  0.3929
C (-1.8296, 2.2159, 0.9800)  -1.1049
H (-2.8062, 2.3871, 1.4573)  0.3555
H (-1.4369, 3.1627, 0.5862)  0.4722
H (-1.1229, 1.8225, 1.7151)  0.0526
C (-3.0692, 1.9430, -1.5638)  -1.2061
H (-4.0089, 2.1735, -1.0493)  0.4551
H (-3.2811, 1.3075, -2.4293)  0.3041
H (-2.5978, 2.8686, -1.9028)  0.3398
C (-1.0484, 0.6258, -4.3108)  -0.4021
C (-1.9396, -0.2728, -6.3792)  -0.5058
C (-1.4463, -0.4932, -5.1061)  -0.3245
C (-1.1360, 1.9439, -4.8488)  0.1915
C (-1.6353, 2.1328, -6.1222)  -0.6532
C (-2.0442, 1.0328, -6.8870)  -0.3302
H (-2.2456, -1.1309, -6.9813)  0.3603
H (-1.3260, -1.4880, -4.6542)  0.4222
H (-0.7825, 2.7643, -4.2048)  0.3290
H (-1.7002, 3.1523, -6.5103)  0.3479
H (-2.4427, 1.1891, -7.8837)  0.3762
C (1.8247, 0.2322, 1.3607)  1.6587
O (1.3168, 1.0294, 0.5097)  -0.7511
C (2.3273, -1.1296, 1.0370)  -1.3022
H (2.4931, -1.6858, 1.9722)  0.1866
H (3.3151, -1.0404, 0.5452)  0.4723
H (1.6554, -1.7191, 0.4039)  0.1963
C (2.3892, 0.8458, 2.6027)  -1.6499
H (2.2111, 0.2181, 3.4861)  0.2498
H (1.9693, 1.8350, 2.7917)  0.3336
H (3.4750, 0.9193, 2.4150)  0.4259
C (0.1583, -1.0379, 6.5207)  -1.1129
N (0.4960, -0.7923, 5.1495)  0.2540
C (1.2310, -1.8160, 4.4675)  -0.5530
C (-0.1162, 0.3734, 4.4942)  -1.6654
C (-0.8810, -0.1148, 3.2885)  1.3399
C (-2.2842, -0.3577, 3.3768)  -0.8713
C (-2.7030, -1.6906, 3.2528)  -0.5587
C (-1.9247, -2.5728, 2.5022)  -0.6922
C (-0.8067, -2.0092, 1.7824)  -0.7339
C (-0.3024, -0.8070, 2.2358)  0.0850
H (0.4420, -2.0612, 6.8220)  0.3220
H (-0.9297, -0.8979, 6.6700)  0.3485
H (0.6823, -0.3094, 7.1661)  0.3081
H (0.9669, -1.9376, 3.4056)  -0.0611
H (2.3205, -1.6164, 4.4926)  0.2730
H (1.0558, -2.7987, 4.9520)  0.4964
H (-0.8362, 0.7825, 5.2231)  0.5891
H (0.6248, 1.1899, 4.3357)  0.1377
H (-2.9919, 0.4539, 3.6114)  0.3802
H (-3.6458, -2.0174, 3.7098)  0.3847
H (-2.1337, -3.6592, 2.4794)  0.2915
H (-0.3407, -2.6225, 0.9875)  0.1259